[1]
Below is C12H38As3F18N4O4P as an isolated structure, with properties calculated with ωB97M-V with the def2-TZVPD basis set.

XYZ file:
```
80
Properties=species:S:1:pos:R:3:mulliken_charge:R:1
N 1.56 -19.98 3.16 -0.610
H 1.24 -20.93 2.90 0.231
H 3.73 -22.31 3.95 0.328
H 0.80 -19.53 3.71 0.219
H 2.39 -20.13 3.73 0.197
N -2.29 -18.32 9.99 -0.654
H 3.40 -21.99 0.55 0.318
H -3.03 -18.59 10.65 0.214
H -2.83 -17.58 9.44 0.227
H -1.45 -17.92 10.46 0.215
As -6.72 -19.83 9.56 1.964
F -7.66 -21.22 10.10 -0.497
F -7.61 -18.81 10.62 -0.469
F -5.91 -18.36 8.90 -0.520
F -5.75 -20.89 8.55 -0.475
F -7.93 -19.67 8.29 -0.504
F -5.57 -19.89 10.92 -0.501
As -0.22 -9.25 7.51 1.983
F -0.78 -7.73 6.88 -0.507
F -1.79 -9.70 8.13 -0.500
F 0.33 -10.86 7.95 -0.502
F 1.38 -8.92 6.95 -0.485
F 0.22 -8.57 9.00 -0.474
F -0.65 -10.02 5.99 -0.509
As 6.19 -16.61 15.65 1.927
F 7.52 -16.23 14.60 -0.494
F 7.02 -18.06 15.95 -0.472
F 4.84 -17.08 16.62 -0.479
F 5.42 -15.06 15.15 -0.523
F 5.53 -17.33 14.17 -0.503
F 6.93 -15.90 16.97 -0.454
P 3.53 -23.40 2.10 0.851
O 2.91 -22.66 3.38 -0.493
O 2.54 -24.08 1.16 -0.764
O 4.76 -24.20 2.42 -0.753
O 4.12 -22.14 1.33 -0.512
C 7.45 -14.12 6.29 -1.234
C 6.06 -14.10 6.87 -0.504
N 4.99 -13.98 5.80 0.078
C 4.87 -15.23 5.04 -0.484
C 4.16 -16.45 5.64 -0.989
C 3.76 -13.40 6.24 -0.618
C 2.68 -13.10 5.16 -1.132
H 8.16 -14.11 7.07 0.431
H 7.57 -13.16 5.76 0.285
H 7.49 -14.93 5.56 0.306
H 5.82 -14.97 7.47 0.340
H 5.96 -13.20 7.51 0.410
H 4.31 -14.87 4.15 0.200
H 5.85 -15.57 4.79 0.286
H 4.06 -17.20 4.73 0.244
H 4.70 -16.84 6.49 0.375
H 3.13 -16.25 5.99 0.236
H 4.05 -12.53 6.71 0.577
H 3.30 -14.00 7.08 0.275
H 1.90 -12.50 5.65 0.424
H 2.17 -14.00 4.83 0.100
H 3.13 -12.62 4.30 0.357
C 2.25 -16.05 1.20 -0.607
C 1.02 -15.27 0.75 -0.795
N -0.11 -15.41 1.67 0.178
C -1.43 -15.61 0.96 -0.923
C -1.99 -14.39 0.24 -0.842
C -0.21 -14.29 2.62 -0.328
C -1.05 -14.71 3.78 -1.455
H 3.08 -15.71 0.53 0.334
H 2.07 -17.16 1.22 0.309
H 2.35 -15.63 2.20 -0.138
H 1.38 -14.22 0.60 0.256
H 0.62 -15.64 -0.22 0.515
H -1.26 -16.42 0.30 0.577
H -2.18 -16.03 1.61 0.364
H -2.90 -14.49 -0.35 0.410
H -2.08 -13.56 1.00 0.199
H -1.24 -14.10 -0.52 0.231
H -0.63 -13.38 2.16 0.232
H 0.77 -14.07 2.88 0.372
H -2.11 -14.88 3.62 0.336
H -0.99 -14.00 4.61 0.442
H -0.66 -15.66 4.08 0.352
```

Summary:
E_HOMO = -1.58 eV
Frontier orbital gap = 0.280 Eh
Lowest unoccupied orbital energy = 6.1 eV
E_tot = -267945.122 eV
Total charge = -4

---

[2]
Below is a 2-piece molecular cluster, C5H9NO overall, with properties calculated with ωB97M-V with the def2-TZVPD basis set.

XYZ file:
```
16
Properties=species:S:1:pos:R:3:nbo_charge:R:1
C 0.00 0.99 0.84 -0.552
C 0.50 0.00 -0.20 0.014
C 1.44 0.32 -1.08 -0.359
C -0.11 -1.37 -0.10 -0.106
O -1.47 -1.28 -0.49 -0.722
C 0.61 0.60 2.12 0.289
N 1.12 0.20 3.07 -0.330
H -1.97 1.45 -1.26 -0.017
H -1.09 0.95 0.92 0.268
H 0.29 2.02 0.59 0.257
H 1.87 1.32 -1.12 0.202
H -1.49 1.02 -1.62 0.016
H 1.83 -0.41 -1.78 0.206
H 0.45 -2.07 -0.73 0.175
H -0.03 -1.72 0.94 0.182
H -1.96 -2.00 -0.07 0.476
```

Summary:
Energy above the lowest of the compared OMol25 structures with the same formula, charge and spin = 2.771 eV
E_HOMO = -10.35 eV
Frontier orbital gap = 0.405 Eh
Lowest unoccupied orbital energy = 0.7 eV
SMILES = C=C(CO)CC#N.[H][H]
E_tot = -8866.441 eV

---

[3]
Below is one molecule with the formula C5H8S, with properties calculated with ωB97M-V with the def2-TZVPD basis set.

XYZ file:
```
14
Properties=species:S:1:pos:R:3:nbo_charge:R:1
C 2.99 0.59 0.52 -0.292
C 2.04 0.54 -0.21 0.008
C -0.57 -0.73 0.75 -0.635
C 0.76 0.12 -1.12 -0.448
C -0.59 0.18 -0.42 -0.248
S -1.04 2.02 -0.02 -0.114
H 3.81 1.12 0.91 0.234
H 0.23 -0.54 1.40 0.235
H -1.56 -0.68 1.31 0.220
H -0.57 -1.73 0.39 0.218
H 0.94 -0.89 -1.26 0.226
H 0.93 0.64 -2.05 0.240
H -1.25 0.00 -1.26 0.224
H -1.23 1.99 1.32 0.133
```

Summary:
Energy above the lowest of the compared OMol25 structures with the same formula, charge and spin = 2.597 eV
E_HOMO = -9.09 eV
Frontier orbital gap = 0.367 Eh
Lowest unoccupied orbital energy = 0.9 eV
SMILES = C#CC[C@@H](C)S
E_tot = -16147.040 eV

---

[4]
Below is a 2-piece molecular cluster, C5H12N2O overall, with properties calculated with ωB97M-V with the def2-TZVPD basis set.

XYZ file:
```
20
Properties=species:S:1:pos:R:3:nbo_charge:R:1
C 2.03 -0.90 -0.56 0.048
C 1.08 -0.90 1.07 -0.756
O 1.76 0.04 -1.43 -0.793
H 0.48 -0.13 -1.78 0.456
H 3.02 -0.81 -0.09 0.156
H 1.80 -1.93 -0.89 0.111
H 0.07 -1.20 1.35 0.181
H 1.32 0.09 1.47 0.196
H 1.71 -1.65 1.55 0.194
C -1.22 0.93 0.17 0.047
N -1.83 0.89 1.43 -0.804
C -1.23 -0.36 -0.52 0.229
C -0.54 1.99 -0.29 -0.357
N -0.70 -0.52 -1.70 -0.669
H -1.90 1.79 1.88 0.384
H -2.71 0.39 1.48 0.371
H -0.83 -1.44 -2.11 0.384
H -1.83 -1.15 -0.08 0.190
H 0.07 1.93 -1.17 0.236
H -0.54 2.93 0.25 0.198
```

Summary:
Energy above the lowest of the compared OMol25 structures with the same formula, charge and spin = 4.778 eV
E_HOMO = -7.71 eV
Frontier orbital gap = 0.265 Eh
Lowest unoccupied orbital energy = -0.5 eV
E_tot = -10403.646 eV

---

[5]
Below is one molecule with the formula C5H4N2O2, with properties calculated with ωB97M-V with the def2-TZVPD basis set.

XYZ file:
```
13
Properties=species:S:1:pos:R:3:nbo_charge:R:1
C 0.18 1.47 -0.58 0.021
C 0.17 0.03 -0.59 -0.237
C 0.92 -0.97 -1.18 0.057
C -0.42 -1.99 0.21 0.045
C -0.79 -0.63 0.20 0.436
H 0.20 2.19 2.33 0.490
H 0.12 2.15 -1.54 0.222
H 1.78 -0.69 -1.76 0.222
H -0.97 -2.78 0.96 0.229
N 0.15 2.20 0.46 -0.099
N 0.49 -2.24 -0.70 -0.370
O 0.08 1.41 1.68 -0.597
O -1.92 -0.13 0.50 -0.419
```

Summary:
Energy above the lowest of the compared OMol25 structures with the same formula, charge and spin = 4.999 eV
E_HOMO = -9.65 eV
Frontier orbital gap = 0.283 Eh
Lowest unoccupied orbital energy = -1.9 eV
SMILES = O=C1C=NC=C1/C=N\O
E_tot = -12320.079 eV

---

[6]
Below is a 2-piece molecular cluster, C4H7NO2 overall, with properties calculated with ωB97M-V with the def2-TZVPD basis set.

XYZ file:
```
14
Properties=species:S:1:pos:R:3:nbo_charge:R:1
C -1.37 -0.65 -0.18 -0.609
C -1.21 0.82 -0.51 -0.470
C 0.15 1.39 -0.24 0.165
N 1.09 0.69 0.26 -0.662
C 2.22 -1.74 0.86 1.053
O 3.22 -1.15 0.96 -0.534
O 1.26 -2.40 0.77 -0.525
H -0.63 -1.26 -0.71 0.221
H -2.37 -1.00 -0.45 0.208
H -1.22 -0.83 0.89 0.218
H -1.43 1.01 -1.58 0.218
H -1.94 1.43 0.04 0.219
H 0.28 2.45 -0.50 0.150
H 1.94 1.25 0.37 0.347
```

Summary:
Energy above the lowest of the compared OMol25 structures with the same formula, charge and spin = 0.235 eV
E_HOMO = -10.28 eV
Frontier orbital gap = 0.408 Eh
Lowest unoccupied orbital energy = 0.8 eV
SMILES = [H]/N=C/CC.O=C=O
E_tot = -9847.044 eV